No. 1
Density functional theory data (wB97M-V/def2-TZVPD) for C18H27N5O in the gas phase.

Computed properties:
Highest occupied orbital energy in eV: -8.857
Molar mass in g mol⁻¹: 329.448
Energy above the lowest of the compared OMol25 structures with the same formula, charge and spin in eV: 2.5946
Electronic energy in eV: -28600.789
Frontier orbital gap in eV: 9.5

ORCA input file:
```
! wB97M-V def2-TZVPD RIJCOSX def2/J DEFGRID3
* xyz 0 1
C -4.792 -1.754 1.658
H -4.779 -2.769 2.048
H -5.783 -1.554 1.255
H -4.608 -1.068 2.480
C -3.731 -1.582 0.574
C -3.966 -2.584 -0.554
H -3.159 -2.563 -1.283
H -4.024 -3.593 -0.151
H -4.902 -2.368 -1.065
C -3.755 -0.132 0.075
H -3.713 0.526 0.942
H -4.695 0.049 -0.453
C -2.610 0.209 -0.885
N -1.285 -0.086 -0.351
C -0.925 0.278 0.909
O -1.676 0.833 1.686
C 0.496 -0.058 1.326
H 0.543 0.140 2.398
H 0.722 -1.111 1.157
C 1.543 0.807 0.624
N 1.908 0.284 -0.681
C 0.816 0.370 -1.627
C -0.304 -0.618 -1.274
H -0.826 -0.897 -2.191
H 0.153 -1.523 -0.863
H 1.207 0.104 -2.612
H 0.398 1.391 -1.686
C 3.124 0.914 -1.174
C 4.312 0.520 -0.338
C 5.231 1.463 0.100
C 6.326 1.079 0.855
C 6.509 -0.252 1.185
C 5.595 -1.199 0.755
C 4.505 -0.816 -0.005
H 3.784 -1.545 -0.341
H 5.734 -2.239 1.012
H 7.362 -0.550 1.777
H 7.035 1.823 1.189
H 5.089 2.505 -0.151
H 3.289 0.562 -2.198
H 3.034 2.014 -1.206
H 2.451 0.813 1.232
H 1.172 1.846 0.556
H -2.733 -0.417 -1.776
C -2.698 1.669 -1.396
N -2.392 2.664 -0.423
N -3.051 3.021 0.498
N -3.510 3.536 1.383
H -1.967 1.807 -2.198
H -3.702 1.828 -1.814
H -2.751 -1.777 1.021
*
```

These are the Mulliken partial charges, in e, on atoms 1 to 4: atom 1 (C): -1.694, atom 2 (H): 0.428, atom 3 (H): 0.354, atom 4 (H): 0.400


No. 2
Density functional theory data (wB97M-V/def2-TZVPD) for a molecular structure, C18H27N7O3S2Ti.

Computed properties:
Highest occupied orbital energy (spin up / spin down) in eV: -5.482 / -7.478
Molar mass in g mol⁻¹: 501.461
Energy above the lowest of the compared OMol25 structures with the same formula, charge and spin in eV: 0.2477
Electronic energy in eV: -80465.505
Expectation value of S²: 2.030
Frontier orbital gap (spin up / spin down) in eV: 5.6 / 7.6

ORCA input file:
```
! wB97M-V def2-TZVPD RIJCOSX def2/J DEFGRID3
* xyz 0 3
Ti -0.109 0.409 0.452
N 1.774 1.227 -0.329
C 1.739 1.447 -1.780
C 0.419 2.124 -2.144
N -0.720 1.620 -1.352
C -1.723 0.865 -2.110
C -1.099 -0.412 -2.656
N -0.225 -1.002 -1.631
H 2.543 0.627 -0.045
H 1.900 2.087 0.207
H 2.575 2.066 -2.118
H 1.826 0.473 -2.261
H 0.491 3.195 -1.929
H 0.231 2.026 -3.218
H -1.165 2.471 -0.954
H -2.545 0.638 -1.426
H -2.138 1.455 -2.938
H -1.880 -1.106 -2.982
H -0.489 -0.181 -3.532
H -0.790 -1.526 -0.959
H 0.406 -1.687 -2.031
N 0.443 0.237 4.277
C 0.508 1.029 3.193
S 1.909 1.950 2.904
N -0.627 0.919 2.429
N -0.817 1.934 1.432
C -0.897 3.180 1.901
C -1.194 4.304 1.094
C -1.265 5.588 1.692
C -1.558 6.681 0.925
C -1.780 6.514 -0.450
C -1.682 5.238 -0.962
N -1.398 4.153 -0.241
H 1.319 0.032 4.729
H -0.271 -0.477 4.279
H -0.772 3.326 2.966
H -1.085 5.680 2.755
H -1.616 7.663 1.378
H -2.017 7.347 -1.096
H -1.847 5.069 -2.023
C 1.469 -7.450 -0.962
C 1.116 -6.123 -0.349
C 2.099 -5.301 0.194
C 1.782 -4.081 0.771
C 0.458 -3.678 0.801
C -0.544 -4.478 0.266
C -0.208 -5.695 -0.307
S -0.012 -2.165 1.565
O -0.148 -2.404 2.969
O -1.233 -1.693 0.871
O 1.051 -1.186 1.173
H 2.547 -7.588 -1.021
H 1.059 -7.537 -1.969
H 1.059 -8.271 -0.371
H 3.133 -5.620 0.164
H 2.556 -3.449 1.186
H -1.572 -4.148 0.298
H -0.987 -6.320 -0.726
*
```

These are the Mulliken partial charges, in e, on atoms 1 to 4: atom 1 (Ti): 0.526, atom 2 (N): -0.222, atom 3 (C): -0.808, atom 4 (C): -0.783


No. 3
Density functional theory data (wB97M-V/def2-TZVPD) for a molecular structure, C18H28As2BIrN4S2.

Computed properties:
Highest occupied orbital energy in eV: -14.175
Molar mass in g mol⁻¹: 717.457
Energy above the lowest of the compared OMol25 structures with the same formula, charge and spin in eV: 1.0327
Electronic energy in eV: -171931.642
Frontier orbital gap in eV: 6.5

ORCA input file:
```
! wB97M-V def2-TZVPD RIJCOSX def2/J DEFGRID3
* xyz 2 1
Ir -0.011 0.031 0.019
C 1.826 2.289 -2.987
N 1.428 0.896 -3.108
C 0.865 0.315 -4.205
C 0.751 -1.018 -3.935
N 1.254 -1.253 -2.694
B 1.563 -2.698 -2.175
N 1.157 -2.926 -0.678
C 1.929 -3.645 0.181
C 1.194 -3.922 1.296
N -0.031 -3.351 1.117
C -1.171 -3.476 2.011
C -0.041 -2.740 -0.097
S -1.363 -1.830 -0.725
C 1.661 -0.076 -2.186
S 2.314 0.198 -0.615
H 1.282 2.878 -3.720
H 2.892 2.393 -3.182
H 1.616 2.646 -1.982
H 0.594 0.877 -5.083
H 0.354 -1.811 -4.545
H 0.934 -3.459 -2.850
H 2.742 -2.878 -2.254
H 2.942 -3.918 -0.059
H 1.451 -4.477 2.183
H -0.818 -3.744 3.003
H -1.841 -4.259 1.659
H -1.716 -2.536 2.046
C -0.456 -0.459 3.945
As 0.040 0.632 2.415
C 1.789 1.298 2.922
C -1.084 2.207 2.558
C -1.238 2.811 3.802
C -2.059 3.918 3.946
C -2.745 4.418 2.848
C -2.583 3.827 1.605
C -1.748 2.723 1.454
As -1.521 1.958 -0.314
C -1.281 3.493 -1.481
C -3.309 1.362 -0.763
H -0.170 0.076 4.848
H 0.090 -1.401 3.909
H -1.526 -0.651 3.950
H 1.726 1.754 3.910
H 2.111 2.043 2.198
H 2.521 0.492 2.945
H -0.702 2.423 4.660
H -2.167 4.381 4.917
H -3.400 5.272 2.953
H -3.121 4.217 0.749
H -2.206 4.066 -1.480
H -1.084 3.149 -2.495
H -0.459 4.115 -1.134
H -3.997 2.205 -0.694
H -3.614 0.586 -0.064
H -3.342 0.955 -1.774
*
```

These are the Mulliken partial charges, in e, on atoms 1 to 4: atom 1 (Ir): 0.158, atom 2 (C): -0.865, atom 3 (N): 0.300, atom 4 (C): -0.282


No. 4
Density functional theory data (wB97M-V/def2-TZVPD) for a molecular structure, C18H28As2CuO8Se2.

Computed properties:
Highest occupied orbital energy in eV: -11.393
Molar mass in g mol⁻¹: 743.724
Energy above the lowest of the compared OMol25 structures with the same formula, charge and spin in eV: 0.0664
Electronic energy in eV: -332502.749
Frontier orbital gap in eV: 8.8

ORCA input file:
```
! wB97M-V def2-TZVPD RIJCOSX def2/J DEFGRID3
* xyz 1 1
Cu -0.790 1.135 -2.276
C 2.210 2.581 -2.981
Se 1.621 0.802 -2.464
C 1.518 0.029 -4.258
C 0.469 0.640 -5.169
Se -1.343 0.382 -4.464
C -2.216 1.843 -5.404
H 3.146 2.488 -3.526
H 2.365 3.122 -2.053
H 1.459 3.082 -3.583
H 1.337 -1.035 -4.103
H 2.505 0.132 -4.707
H 0.505 0.164 -6.148
H 0.619 1.711 -5.299
H -2.197 1.637 -6.470
H -1.719 2.782 -5.180
H -3.243 1.872 -5.053
C -2.261 -4.825 3.872
O -1.434 -3.679 3.589
C -1.796 -2.942 2.550
O -2.765 -3.156 1.859
C -0.892 -1.779 2.280
C 0.377 -1.750 2.677
As 1.677 -0.289 2.508
C 2.625 -0.963 0.923
C 0.615 1.051 1.551
C -0.629 0.964 1.084
As -1.935 -0.508 1.212
C -1.546 -1.338 -0.528
C -1.207 2.156 0.402
O -1.597 2.156 -0.763
O -1.302 3.213 1.171
C -1.799 4.426 0.557
C 1.390 2.313 1.269
O 1.728 2.577 0.138
O 1.729 3.114 2.267
C 1.159 2.938 3.580
C 1.015 -2.820 3.540
O 1.281 -2.576 4.680
O 1.403 -3.973 2.979
C 1.051 -4.308 1.635
H -1.813 -5.294 4.740
H -2.264 -5.502 3.020
H -3.278 -4.504 4.083
H 3.232 -1.817 1.220
H 3.286 -0.177 0.562
H 1.932 -1.243 0.131
H -1.991 -2.331 -0.513
H -0.473 -1.407 -0.705
H -2.033 -0.759 -1.316
H -1.807 5.163 1.352
H -2.801 4.258 0.170
H -1.130 4.726 -0.246
H 1.314 3.885 4.086
H 1.674 2.144 4.116
H 0.093 2.728 3.511
H 1.703 -5.131 1.360
H 1.208 -3.472 0.954
H 0.013 -4.636 1.581
*
```

These are the Mulliken partial charges, in e, on atoms 1 to 4: atom 1 (Cu): 0.765, atom 2 (C): -1.051, atom 3 (Se): 0.234, atom 4 (C): -0.947


No. 5
Density functional theory data (wB97M-V/def2-TZVPD) for a molecular structure, C18H28AsN2O4S3Se2V.

Computed properties:
Highest occupied orbital energy (spin up / spin down) in eV: -2.335 / -2.430
Molar mass in g mol⁻¹: 716.419
Energy above the lowest of the compared OMol25 structures with the same formula, charge and spin in eV: 1.2988
Electronic energy in eV: -280017.064
Expectation value of S²: 0.787
Frontier orbital gap (spin up / spin down) in eV: 4.7 / 4.7

ORCA input file:
```
! wB97M-V def2-TZVPD RIJCOSX def2/J DEFGRID3
* xyz -1 2
V -0.072 -0.699 -0.227
O 2.762 -5.357 -2.213
C 1.368 -5.104 -2.312
C 1.016 -3.818 -1.550
C -0.485 -3.625 -1.784
O -1.056 -2.735 -0.833
C 1.889 -2.669 -2.103
Se 0.961 -0.962 -2.433
C 1.294 -4.051 -0.059
Se 1.277 -2.434 1.063
H 2.971 -6.135 -2.732
H 0.797 -5.942 -1.888
H 1.072 -4.986 -3.364
H -0.979 -4.601 -1.679
H -0.644 -3.254 -2.801
H -1.978 -2.573 -1.075
H 2.348 -2.954 -3.050
H 2.685 -2.446 -1.397
H 2.289 -4.477 0.048
H 0.562 -4.750 0.353
O -0.901 4.580 -0.512
C 0.390 4.484 -0.140
C 1.086 5.652 0.156
C 2.419 5.604 0.532
C 3.082 4.385 0.602
C 2.395 3.217 0.321
C 1.041 3.241 -0.025
C 0.334 1.978 -0.245
O 0.827 0.869 0.228
N -0.792 1.972 -0.925
N -1.263 0.702 -1.087
C -2.434 0.623 -1.681
S -3.199 -0.861 -2.181
C -4.847 -0.163 -1.836
C -4.876 1.180 -2.538
S -3.338 2.088 -2.129
H -1.201 3.679 -0.790
H 0.566 6.598 0.070
H 2.945 6.523 0.764
H 4.133 4.346 0.862
H 2.900 2.259 0.339
H -4.942 -0.049 -0.756
H -5.602 -0.850 -2.219
H -5.717 1.791 -2.211
H -4.919 1.049 -3.619
C -0.409 2.209 3.395
As -0.045 0.359 2.907
C -0.273 -0.571 4.605
C 1.897 0.399 2.806
S -1.679 -0.331 1.764
H 0.282 2.521 4.179
H -1.436 2.281 3.746
H -0.283 2.844 2.518
H 0.345 -0.127 5.387
H 0.027 -1.606 4.436
H -1.321 -0.551 4.894
H 2.242 0.366 3.840
H 2.194 1.328 2.330
H 2.292 -0.445 2.246
*
```

These are the Mulliken partial charges, in e, on atoms 1 to 4: atom 1 (V): 0.995, atom 2 (O): -0.520, atom 3 (C): -1.380, atom 4 (C): 2.189


Repeat the first record exactly.
Density functional theory data (wB97M-V/def2-TZVPD) for C18H27N5O in the gas phase.

Computed properties:
Highest occupied orbital energy in eV: -8.857
Molar mass in g mol⁻¹: 329.448
Energy above the lowest of the compared OMol25 structures with the same formula, charge and spin in eV: 2.5946
Electronic energy in eV: -28600.789
Frontier orbital gap in eV: 9.5

ORCA input file:
```
! wB97M-V def2-TZVPD RIJCOSX def2/J DEFGRID3
* xyz 0 1
C -4.792 -1.754 1.658
H -4.779 -2.769 2.048
H -5.783 -1.554 1.255
H -4.608 -1.068 2.480
C -3.731 -1.582 0.574
C -3.966 -2.584 -0.554
H -3.159 -2.563 -1.283
H -4.024 -3.593 -0.151
H -4.902 -2.368 -1.065
C -3.755 -0.132 0.075
H -3.713 0.526 0.942
H -4.695 0.049 -0.453
C -2.610 0.209 -0.885
N -1.285 -0.086 -0.351
C -0.925 0.278 0.909
O -1.676 0.833 1.686
C 0.496 -0.058 1.326
H 0.543 0.140 2.398
H 0.722 -1.111 1.157
C 1.543 0.807 0.624
N 1.908 0.284 -0.681
C 0.816 0.370 -1.627
C -0.304 -0.618 -1.274
H -0.826 -0.897 -2.191
H 0.153 -1.523 -0.863
H 1.207 0.104 -2.612
H 0.398 1.391 -1.686
C 3.124 0.914 -1.174
C 4.312 0.520 -0.338
C 5.231 1.463 0.100
C 6.326 1.079 0.855
C 6.509 -0.252 1.185
C 5.595 -1.199 0.755
C 4.505 -0.816 -0.005
H 3.784 -1.545 -0.341
H 5.734 -2.239 1.012
H 7.362 -0.550 1.777
H 7.035 1.823 1.189
H 5.089 2.505 -0.151
H 3.289 0.562 -2.198
H 3.034 2.014 -1.206
H 2.451 0.813 1.232
H 1.172 1.846 0.556
H -2.733 -0.417 -1.776
C -2.698 1.669 -1.396
N -2.392 2.664 -0.423
N -3.051 3.021 0.498
N -3.510 3.536 1.383
H -1.967 1.807 -2.198
H -3.702 1.828 -1.814
H -2.751 -1.777 1.021
*
```

These are the Mulliken partial charges, in e, on atoms 1 to 4: atom 1 (C): -1.694, atom 2 (H): 0.428, atom 3 (H): 0.354, atom 4 (H): 0.400


> electronic energy of number 2 (C18H27N7O3S2Ti)?

-80465.505 eV